# 1
The following is a DFT calculation (ωB97M-V/def2-TZVPD) of a cluster of 2 separate species, C4H6O2 in total.

As for the LUMO energy: 1.01 eV. As for the energy above the lowest of the compared OMol25 structures with the same formula, charge and spin: 2.896 eV. The value obtained for the HOMO-LUMO gap is 0.39754 Ha. The SMILES is C1=CC1.O=CO.

Structure (XYZ):
```
12
Properties=species:S:1:pos:R:3:forces:R:3
O -1.790164 -0.066430 -0.778468 0.1 0.0 0.1
C -2.198401 0.801813 0.147919 0.1 0.2 0.4
O -1.621977 1.050648 1.176848 -0.3 -0.1 -0.5
C 0.997145 -0.396075 0.798925 0.0 -0.3 -0.1
C 1.732530 0.178717 -0.376770 0.2 0.3 -0.2
C 1.217866 -1.218710 -0.176888 0.0 0.0 0.2
H -3.146328 1.263856 -0.161952 0.1 0.0 0.1
H 0.579590 -0.182733 1.769330 0.1 0.0 -0.1
H 1.220683 0.862830 -1.059753 0.0 -0.1 0.1
H 2.802961 0.375575 -0.290621 -0.1 0.0 0.0
H -0.946631 -0.453327 -0.464371 0.0 0.0 0.0
H 1.152726 -2.216166 -0.584201 0.0 0.2 0.0
```
Positions in Å, forces in eV/Å.

Löwdin atomic charge list, values in e, 8 entries:
1. O 0.07
2. C -0.38
3. O 0.05
4. C -0.08
5. C -0.15
6. C -0.08
7. H 0.14
8. H 0.10



# 2
The following is a DFT calculation (ωB97M-V/def2-TZVPD) of the molecule C17H25NO4S in a non-equilibrium geometry.

As for the LUMO energy: 0.57 eV. As for the energy above the lowest of the compared OMol25 structures with the same formula, charge and spin: 1.035 eV. The value obtained for the HOMO-LUMO gap is 0.32951 Ha. The SMILES is CCCS(=O)(=O)N1CCC[C@H](C(=O)Oc2ccc(C)c(C)c2)C1.

Structure (XYZ):
```
48
Properties=species:S:1:pos:R:3:forces:R:3
C -1.748930 0.296893 3.688711 -0.1 0.2 0.0
H -2.801317 0.331454 3.959537 -0.1 -0.1 0.0
H -1.219145 -0.299280 4.428447 0.0 -0.1 0.1
H -1.649620 -0.190436 2.722712 -0.1 -0.2 0.0
C -1.170511 1.704589 3.620013 -0.1 -0.1 0.0
C 0.280156 1.684346 3.174462 -0.3 0.0 -0.7
H 0.728454 2.672920 3.189924 0.1 0.1 0.0
H 0.883442 0.990427 3.751742 0.2 0.0 0.0
S 0.382895 1.085463 1.455802 0.7 0.4 0.9
O -0.716154 1.633951 0.711279 -0.1 0.3 0.0
O 0.542296 -0.338009 1.477810 0.2 -0.2 0.1
N 1.847859 1.755454 0.988609 -0.8 -0.5 0.3
C 2.737447 0.922101 0.213674 0.2 -0.7 -0.2
H 3.762833 1.253998 0.412635 -0.1 0.0 0.0
C 2.467577 0.990749 -1.299044 0.0 0.2 0.1
C 1.151307 0.301860 -1.649407 0.3 0.6 -0.6
O 0.257428 0.812775 -2.268202 0.0 -0.1 0.1
O 1.177985 -0.966759 -1.240343 0.0 -0.6 0.2
C 0.028230 -1.752991 -1.296743 -0.3 -0.4 -0.2
C -1.213307 -1.266191 -0.924832 0.1 0.0 0.0
C -2.321334 -2.100218 -0.932235 0.2 0.0 -0.1
C -2.182248 -3.434269 -1.326623 0.1 -0.1 0.0
C -0.928107 -3.901833 -1.693505 -0.1 0.1 0.0
C 0.180010 -3.075547 -1.680924 0.2 0.4 0.1
H 1.154822 -3.443547 -1.960268 0.1 0.0 0.0
H -0.813381 -4.933356 -1.994895 0.0 -0.1 0.0
C -3.367633 -4.351162 -1.348339 0.0 0.1 0.0
H -3.802126 -4.439646 -0.353080 -0.1 -0.1 0.1
H -4.139679 -3.963965 -2.012353 -0.1 0.0 0.0
H -3.081996 -5.342594 -1.690313 0.0 -0.1 0.0
C -3.652806 -1.559118 -0.510328 0.0 0.0 0.0
H -4.375029 -1.638984 -1.322436 -0.1 0.0 0.0
H -4.043600 -2.120773 0.337791 -0.1 0.0 0.1
H -3.562002 -0.514710 -0.225742 -0.1 0.1 0.0
H -1.312667 -0.239361 -0.611036 -0.1 0.0 0.0
H 3.259820 0.430330 -1.807703 -0.1 0.0 0.0
C 2.460952 2.447862 -1.765844 -0.3 -0.1 0.0
C 1.470215 3.263286 -0.937915 0.1 0.0 0.1
C 1.789877 3.135448 0.549350 -0.3 0.5 -0.2
H 2.760864 3.593406 0.773913 -0.1 0.0 0.1
H 1.019035 3.632767 1.139350 0.1 0.2 0.0
H 1.510590 4.313962 -1.229231 0.0 0.0 0.0
H 0.461023 2.891515 -1.112977 0.0 0.1 0.0
H 3.466808 2.861900 -1.656455 0.1 0.0 0.0
H 2.179294 2.491377 -2.818547 0.1 0.0 0.0
H 2.609427 -0.097548 0.577668 0.3 0.0 -0.1
H -1.248310 2.190856 4.596277 0.1 0.0 -0.1
H -1.737284 2.293065 2.896088 0.0 0.1 0.1
```
Positions in Å, forces in eV/Å.

Löwdin atomic charge list, values in e, 8 entries:
1. C -0.10
2. H 0.08
3. H 0.08
4. H 0.06
5. C -0.28
6. C -0.22
7. H 0.09
8. H 0.11



# 3
The following is a DFT calculation (ωB97M-V/def2-TZVPD) of a cluster of 5 separate species, C6H20NO5 in total in a non-equilibrium geometry.

As for the LUMO energy: -3.89 eV. As for the net charge: +1. As for the energy above the lowest of the compared OMol25 structures with the same formula, charge and spin: 0.532 eV. The value obtained for the HOMO-LUMO gap is 0.34503 Ha.

Structure (XYZ):
```
32
Properties=species:S:1:pos:R:3:forces:R:3
C 2.148397 2.118602 -0.384406 -0.9 -0.9 -1.0
O 2.516480 1.184345 -1.423430 0.1 0.2 -0.5
C 2.520211 1.605647 0.983959 0.3 -0.1 0.0
C 1.943955 0.204331 1.325144 0.1 0.7 0.0
C 0.627703 -0.170861 0.724267 0.5 0.0 0.2
C -0.301853 -0.865910 1.349743 -0.3 -0.1 -0.3
N -1.355620 -1.539369 0.597591 1.1 0.6 1.0
C -1.596355 -2.742614 0.885845 -1.0 -0.3 0.2
H 2.592091 3.031773 -0.767465 0.3 0.3 0.8
H 1.059078 2.243401 -0.483349 0.0 0.1 0.3
H 2.668906 0.278029 -1.150257 -0.1 0.1 0.4
H 2.259176 2.274770 1.801347 -0.1 0.3 -0.3
H 3.603359 1.516617 0.987974 0.2 0.0 0.2
H 2.636023 -0.544081 0.933630 0.1 -0.2 0.2
H 1.936329 0.140857 2.409615 0.0 -0.4 0.1
H 0.602158 -0.049343 -0.340340 -0.5 0.1 -0.3
H -0.280936 -1.137307 2.394729 0.0 0.0 0.1
H -1.818959 -0.980468 -0.127037 -0.3 -0.1 -0.2
H -2.334360 -3.342672 0.382504 -0.2 0.2 -0.4
H -1.141907 -3.183476 1.760896 0.4 0.0 -0.1
H -3.833492 0.816654 3.175079 -0.1 0.0 0.0
H -4.747935 0.115193 2.157123 0.0 0.1 0.1
O -3.885952 0.534141 2.257691 0.1 -0.2 -0.2
H 0.513844 1.198056 -2.873612 0.1 -0.3 0.7
H 0.091447 0.232996 -3.893707 -0.3 -0.3 -0.1
O -0.001709 0.377361 -2.943005 0.0 0.7 -0.8
H -3.057760 1.365757 -1.029777 0.2 0.1 -0.1
H -2.035850 0.467009 -1.855341 -0.2 0.6 -0.2
O -2.697862 0.483950 -1.151583 0.3 -1.0 0.2
H 1.079090 -2.384049 -1.864515 -0.1 0.0 -0.2
H 0.005527 -1.322557 -2.271520 0.5 0.0 0.1
O 0.286791 -1.926797 -1.567799 -0.2 -0.5 0.1
```
Positions in Å, forces in eV/Å.

Löwdin atomic charge list, values in e, 8 entries:
1. C -0.24
2. O -0.09
3. C -0.16
4. C -0.16
5. C -0.07
6. C -0.06
7. N 0.07
8. C 0.16



Question: What is the HOMO-LUMO gap in the third record?
Answer: 0.34503 Ha



Please write out number 3 again, unchanged.
The following is a DFT calculation (ωB97M-V/def2-TZVPD) of a cluster of 5 separate species, C6H20NO5 in total in a non-equilibrium geometry.

As for the LUMO energy: -3.89 eV. As for the net charge: +1. As for the energy above the lowest of the compared OMol25 structures with the same formula, charge and spin: 0.532 eV. The value obtained for the HOMO-LUMO gap is 0.34503 Ha.

Structure (XYZ):
```
32
Properties=species:S:1:pos:R:3:forces:R:3
C 2.148397 2.118602 -0.384406 -0.9 -0.9 -1.0
O 2.516480 1.184345 -1.423430 0.1 0.2 -0.5
C 2.520211 1.605647 0.983959 0.3 -0.1 0.0
C 1.943955 0.204331 1.325144 0.1 0.7 0.0
C 0.627703 -0.170861 0.724267 0.5 0.0 0.2
C -0.301853 -0.865910 1.349743 -0.3 -0.1 -0.3
N -1.355620 -1.539369 0.597591 1.1 0.6 1.0
C -1.596355 -2.742614 0.885845 -1.0 -0.3 0.2
H 2.592091 3.031773 -0.767465 0.3 0.3 0.8
H 1.059078 2.243401 -0.483349 0.0 0.1 0.3
H 2.668906 0.278029 -1.150257 -0.1 0.1 0.4
H 2.259176 2.274770 1.801347 -0.1 0.3 -0.3
H 3.603359 1.516617 0.987974 0.2 0.0 0.2
H 2.636023 -0.544081 0.933630 0.1 -0.2 0.2
H 1.936329 0.140857 2.409615 0.0 -0.4 0.1
H 0.602158 -0.049343 -0.340340 -0.5 0.1 -0.3
H -0.280936 -1.137307 2.394729 0.0 0.0 0.1
H -1.818959 -0.980468 -0.127037 -0.3 -0.1 -0.2
H -2.334360 -3.342672 0.382504 -0.2 0.2 -0.4
H -1.141907 -3.183476 1.760896 0.4 0.0 -0.1
H -3.833492 0.816654 3.175079 -0.1 0.0 0.0
H -4.747935 0.115193 2.157123 0.0 0.1 0.1
O -3.885952 0.534141 2.257691 0.1 -0.2 -0.2
H 0.513844 1.198056 -2.873612 0.1 -0.3 0.7
H 0.091447 0.232996 -3.893707 -0.3 -0.3 -0.1
O -0.001709 0.377361 -2.943005 0.0 0.7 -0.8
H -3.057760 1.365757 -1.029777 0.2 0.1 -0.1
H -2.035850 0.467009 -1.855341 -0.2 0.6 -0.2
O -2.697862 0.483950 -1.151583 0.3 -1.0 0.2
H 1.079090 -2.384049 -1.864515 -0.1 0.0 -0.2
H 0.005527 -1.322557 -2.271520 0.5 0.0 0.1
O 0.286791 -1.926797 -1.567799 -0.2 -0.5 0.1
```
Positions in Å, forces in eV/Å.

Löwdin atomic charge list, values in e, 8 entries:
1. C -0.24
2. O -0.09
3. C -0.16
4. C -0.16
5. C -0.07
6. C -0.06
7. N 0.07
8. C 0.16



Question: Which of these has the highest LUMO energy?
Answer: C4H6O2



Question: Among the records above, which one has the highest HOMO-LUMO gap?
Answer: C4H6O2